Entry 1:
The following is a quantum chemistry calculation of a structure of composition C40H80MgO25S9 in a non-equilibrium geometry, from the Open Molecules 2025 dataset.

Structure (ORCA input):
```
! RIJCOSX wB97M-V def2-TZVPD def2/J DEFGRID3
* xyz 0 1
Mg 2.015 -4.544 -2.938
C -1.145 0.707 -2.370
C -0.417 -0.366 -2.062
C 0.203 -0.615 -0.659
O 0.954 -1.662 -0.437
C -0.017 0.237 0.352
C -0.908 1.405 0.144
C -1.421 1.701 -1.336
O -1.976 2.767 -1.568
O -1.377 2.098 1.077
O -0.337 -1.251 -3.010
H -1.582 0.893 -3.340
H 0.454 0.110 1.316
C -7.173 2.430 -3.860
C -7.915 3.618 -3.257
C -7.421 5.005 -3.505
O -8.465 5.796 -4.104
C -9.451 5.025 -4.389
O -10.428 5.375 -5.080
O -9.135 3.754 -3.941
H -7.855 1.598 -4.032
H -6.343 2.068 -3.253
H -6.805 2.681 -4.854
H -7.980 3.621 -2.169
H -6.622 4.964 -4.245
H -7.008 5.361 -2.561
C -2.755 -1.312 -9.561
C -1.523 -2.322 -9.542
C -1.909 -3.761 -9.110
O -1.344 -4.592 -10.135
C -0.684 -3.804 -11.045
O -0.140 -4.235 -12.075
O -1.014 -2.536 -10.856
H -3.257 -1.393 -8.597
H -3.449 -1.199 -10.394
H -2.244 -0.351 -9.504
H -0.637 -1.902 -9.066
H -2.982 -3.948 -9.119
H -1.387 -3.939 -8.170
C -3.925 7.780 2.840
C -2.538 8.349 2.785
C -1.729 8.015 1.509
O -1.282 9.307 1.025
C -1.702 10.237 1.901
O -1.346 11.449 1.904
O -2.617 9.732 2.694
H -4.686 8.119 2.137
H -4.422 7.929 3.799
H -3.796 6.700 2.772
H -1.865 8.012 3.574
H -2.425 7.510 0.839
H -0.927 7.365 1.858
C -4.975 2.364 7.401
C -5.399 1.935 8.831
C -6.269 0.702 8.848
O -5.504 -0.269 9.477
C -4.367 0.172 9.928
O -3.535 -0.441 10.530
O -4.248 1.473 9.481
H -4.405 1.630 6.832
H -4.491 3.339 7.347
H -5.881 2.520 6.814
H -5.870 2.764 9.358
H -6.534 0.374 7.842
H -7.181 0.902 9.409
C 5.195 -7.421 1.191
S 5.061 -8.119 -0.549
O 4.449 -6.931 -1.278
C 6.852 -8.149 -0.983
H 5.464 -6.367 1.123
H 5.983 -7.882 1.786
H 4.279 -7.491 1.779
H 7.257 -8.630 -0.093
H 7.251 -7.136 -1.047
H 7.162 -8.701 -1.870
C 2.955 -8.397 -7.725
S 3.467 -6.651 -7.521
O 2.783 -6.194 -6.219
C 5.236 -7.072 -7.090
H 3.135 -8.808 -6.732
H 3.670 -8.955 -8.330
H 1.915 -8.338 -8.045
H 5.857 -7.621 -7.798
H 5.239 -7.632 -6.155
H 5.694 -6.118 -6.829
C 2.405 -3.201 7.178
S 4.168 -3.418 6.871
O 4.442 -4.894 6.529
C 4.248 -2.381 5.303
H 2.241 -3.524 8.207
H 1.887 -3.922 6.545
H 2.043 -2.188 7.005
H 5.295 -2.299 5.009
H 3.887 -1.377 5.527
H 3.668 -2.923 4.556
C 1.985 7.258 -4.478
S 3.742 6.800 -3.980
O 4.342 5.981 -5.131
C 4.401 8.488 -3.955
H 1.716 8.253 -4.126
H 1.252 6.556 -4.079
H 1.914 7.306 -5.565
H 4.036 9.133 -3.155
H 4.225 8.896 -4.950
H 5.472 8.500 -3.751
C 4.535 4.332 1.524
S 6.148 4.503 2.393
O 6.508 3.021 2.638
C 7.165 4.991 0.910
H 4.696 3.579 0.753
H 4.168 5.246 1.059
H 3.774 4.031 2.244
H 8.224 5.181 1.085
H 6.657 5.851 0.474
H 7.202 4.290 0.076
C -0.112 6.093 8.815
S 1.147 5.331 7.701
O 2.285 4.931 8.674
C 0.444 3.676 7.377
H -0.308 5.442 9.667
H -1.113 6.239 8.408
H 0.227 7.083 9.120
H 1.279 3.146 6.917
H -0.298 3.759 6.582
H 0.190 3.080 8.254
C -2.401 -8.881 -0.973
S -2.239 -7.837 -2.521
O -0.922 -7.084 -2.382
C -2.077 -9.185 -3.773
H -3.148 -9.656 -1.148
H -2.750 -8.233 -0.169
H -1.465 -9.409 -0.787
H -1.364 -9.932 -3.422
H -1.678 -8.845 -4.728
H -3.069 -9.594 -3.964
C -3.572 -5.449 6.299
S -4.208 -4.314 5.017
O -5.583 -3.820 5.488
C -2.986 -2.939 5.148
H -3.147 -4.896 7.137
H -2.778 -6.099 5.934
H -4.298 -6.138 6.731
H -2.010 -3.338 4.872
H -3.045 -2.737 6.218
H -3.373 -2.121 4.540
C 6.423 -0.659 -1.171
S 6.231 -1.269 -2.939
O 4.955 -2.026 -3.168
C 5.875 0.277 -3.882
H 7.016 -1.333 -0.553
H 5.493 -0.345 -0.697
H 6.996 0.267 -1.226
H 5.060 0.821 -3.404
H 5.670 0.095 -4.937
H 6.701 0.987 -3.861
*
```

Computed properties:
calculated total energy = -196907.8393 eV
gap between HOMO and LUMO = 0.1021 Eh
E_LUMO = -4.0 eV
energy above the lowest of the compared OMol25 structures with the same formula, charge and spin = 361.2 kcal/mol

=====

Entry 2:
The following is a quantum chemistry calculation of a cluster of 9 separate species, C40H80N3O10 in total in a non-equilibrium geometry, from the Open Molecules 2025 dataset.

Structure (ORCA input):
```
! RIJCOSX wB97M-V def2-TZVPD def2/J DEFGRID3
* xyz 0 2
C -0.528 -2.022 -4.299
C -0.613 -0.630 -3.540
N 0.704 0.119 -3.470
C 0.663 0.779 -2.106
C 1.829 1.837 -1.947
C 2.307 2.063 -0.421
C 3.668 2.937 -0.562
N 4.420 3.094 0.705
C 2.590 0.704 0.360
C 1.390 0.163 1.264
C 1.855 0.302 2.792
C 1.324 -1.430 0.990
N 0.061 0.747 0.972
O -0.909 0.195 1.638
C 0.027 2.230 1.020
C -0.257 2.854 2.462
C -1.238 2.676 0.097
C 1.306 2.970 0.426
C 1.839 -0.790 -3.565
C 2.541 -1.003 -4.992
O 2.335 -1.429 -2.619
H -1.592 -2.374 -4.522
H 0.000 -1.935 -5.305
H -0.040 -2.825 -3.654
H -1.060 -0.790 -2.499
H -1.344 0.056 -4.077
H 0.669 -0.067 -1.357
H -0.360 1.267 -2.043
H 2.777 1.500 -2.491
H 1.508 2.845 -2.377
H 4.306 2.590 -1.439
H 3.305 3.984 -0.857
H 5.270 2.516 0.659
H 3.893 2.792 1.528
H 2.785 -0.092 -0.440
H 3.517 0.713 1.007
H 1.183 -0.297 3.478
H 2.026 1.366 3.114
H 2.879 -0.204 2.840
H 0.476 -1.934 1.536
H 2.290 -1.838 1.451
H 1.386 -1.680 -0.115
H 0.688 3.045 3.067
H -0.701 3.892 2.273
H -1.020 2.295 3.075
H -2.020 3.241 0.687
H -0.923 3.319 -0.783
H -1.681 1.731 -0.367
H 1.862 3.424 1.319
H 1.053 3.868 -0.235
H 1.806 -0.921 -5.847
H 2.888 -2.092 -4.975
H 3.467 -0.368 -5.111
C 5.072 -2.077 -2.799
C 6.405 -1.596 -2.289
O 6.480 -0.796 -1.378
C 7.642 -2.146 -2.951
H 4.272 -1.600 -2.232
H 4.961 -1.812 -3.852
H 4.994 -3.159 -2.672
H 7.644 -1.884 -4.011
H 7.677 -3.231 -2.830
H 8.527 -1.713 -2.481
C -5.502 -5.240 -4.998
C -4.019 -4.996 -4.926
O -3.427 -4.430 -5.824
C -3.297 -5.481 -3.697
H -5.889 -4.839 -5.936
H -5.703 -6.313 -4.965
H -6.002 -4.737 -4.168
H -3.403 -6.564 -3.607
H -3.701 -4.988 -2.810
H -2.236 -5.238 -3.781
C 5.837 3.306 4.736
C 4.501 2.613 4.704
O 4.081 2.098 3.685
C 3.704 2.583 5.980
H 6.297 3.251 3.748
H 5.704 4.357 5.002
H 6.493 2.815 5.457
H 3.476 3.601 6.301
H 4.266 2.059 6.757
H 2.765 2.052 5.809
C -2.391 3.057 5.502
C -1.555 3.858 6.463
O -0.497 3.432 6.886
C -2.079 5.206 6.882
H -1.892 2.111 5.290
H -3.367 2.846 5.944
H -2.511 3.608 4.566
H -3.042 5.090 7.385
H -2.186 5.851 6.007
H -1.375 5.668 7.575
C -0.723 2.102 9.465
C -1.547 0.995 10.066
O -2.570 0.610 9.535
C -1.055 0.383 11.351
H -1.193 2.444 8.550
H -0.662 2.941 10.162
H 0.278 1.735 9.227
H -1.008 1.145 12.132
H -0.070 -0.062 11.198
H -1.747 -0.400 11.668
C 2.249 5.450 -6.525
C 1.399 5.276 -5.294
O 1.597 5.933 -4.293
C 0.295 4.254 -5.354
H 3.002 6.217 -6.338
H 2.755 4.512 -6.764
H 1.627 5.767 -7.365
H 0.715 3.263 -5.540
H -0.414 4.518 -6.141
H -0.233 4.236 -4.399
C -6.196 0.046 -1.390
C -4.711 0.284 -1.312
O -4.113 0.843 -2.210
C -3.995 -0.197 -0.078
H -6.577 0.444 -2.332
H -6.403 -1.025 -1.353
H -6.698 0.557 -0.566
H -4.105 -1.279 0.018
H -4.399 0.303 0.805
H -2.934 0.042 -0.159
C -5.426 -10.375 -3.364
C -6.359 -9.522 -4.181
O -6.299 -8.308 -4.145
C -7.369 -10.230 -5.043
H -4.754 -9.732 -2.792
H -5.999 -10.990 -2.667
H -4.828 -11.008 -4.022
H -8.028 -10.839 -4.421
H -6.858 -10.857 -5.776
H -7.973 -9.492 -5.574
*
```

Computed properties:
calculated total energy = -67717.7846 eV
gap between HOMO and LUMO (spin up / spin down) = 0.3222 / 0.3242 Eh
E_LUMO (spin up / spin down) = 0.6 / 0.4 eV